# C45H95N5O5

5 unconnected molecules or ions with the total composition C45H95N5O5 in a non-equilibrium geometry (ωB97M-V with the def2-TZVPD basis set, the OMol25 dataset).

* multiplicity: 2
* energy: -65874.063 eV
* net charge: +1
* HOMO level (alpha / beta): -9.112 / -9.112 eV
* ΔE to the lowest compared entry with this formula, charge and spin: 71.9 kcal/mol
* orbital gap (alpha / beta): 6.546 / 2.552 eV

Last column: Löwdin charge in e.
Element x y z (Å)
1 C -0.30925 -2.44726 -6.84697  -0.01
2 C -0.94042 -1.58486 -5.54982  -0.43
3 C -0.11730 -2.02202 -4.33597  -0.15
4 C -0.13009 -1.02514 -3.17267  -0.18
5 C -0.22842 0.45531 -3.57772  -0.15
6 C -1.06187 0.83656 -4.83443  -0.47
7 N -0.73600 -0.14107 -5.85661  -0.11
8 O -1.28556 0.18482 -7.11092  -0.01
9 C -2.61291 0.90420 -4.35250  0.00
10 C -0.42037 2.17536 -5.13711  -0.05
11 C -2.39863 -2.00865 -5.44662  -0.03
12 H 0.74598 -2.19568 -6.95332  0.07
13 H -0.92989 -2.14622 -7.69094  0.06
14 H -0.41681 -3.52451 -6.72027  0.07
15 H -0.36437 -3.04421 -4.04926  0.12
16 H 0.94009 -2.09582 -4.59013  0.11
17 H 0.69929 -1.23822 -2.49825  0.10
18 H -1.00093 -1.31589 -2.58514  0.09
19 H 0.83099 0.69923 -3.65677  0.10
20 H -0.58555 1.08752 -2.76478  0.10
21 H -3.02338 1.88736 -4.12225  0.07
22 H -3.18662 0.80173 -5.27362  0.06
23 H -2.84821 0.07532 -3.68490  0.07
24 H 0.58695 1.98306 -5.50649  0.08
25 H -0.79780 2.61606 -6.05983  0.08
26 H -0.33681 2.83017 -4.26972  0.09
27 H -2.55329 -2.73758 -6.24213  0.08
28 H -3.05964 -1.15594 -5.60167  0.06
29 H -2.70192 -2.45155 -4.49796  0.07
30 H -0.53598 0.41905 -7.66306  0.11
31 C -0.06718 1.09094 0.06844  0.02
32 C 0.24687 0.20822 1.36517  -0.46
33 C 0.31295 1.04850 2.57884  -0.20
34 C -1.03325 1.52205 3.14416  -0.17
35 C -1.74918 0.21027 3.48418  -0.12
36 C -2.01022 -0.69738 2.20674  -0.40
37 N -0.69445 -0.90481 1.52797  -0.15
38 O -0.82632 -1.51851 0.34293  -0.01
39 C -2.59887 -2.09682 2.73563  -0.03
40 C -3.12096 -0.13492 1.21153  -0.01
41 C 1.62457 -0.51056 1.22824  -0.01
42 H 0.44803 2.02507 0.29221  0.08
43 H -1.12772 1.33438 0.00445  0.07
44 H 0.35001 0.52109 -0.76182  0.06
45 H 0.93167 0.55520 3.32846  0.08
46 H 0.79571 2.02223 2.49588  0.11
47 H -1.48358 2.16961 2.39184  0.12
48 H -0.62653 2.07848 3.98861  0.08
49 H -2.72280 0.64264 3.71492  0.11
50 H -1.32589 -0.15579 4.41955  0.11
51 H -1.90787 -2.48209 3.48542  0.06
52 H -3.48026 -1.98342 3.36680  0.08
53 H -2.60740 -2.88333 1.98103  0.07
54 H -2.82891 0.86497 0.89056  0.06
55 H -3.12619 -0.86414 0.40140  0.07
56 H -4.14899 -0.23650 1.55932  0.08
57 H 1.64178 -1.58615 1.05246  0.08
58 H 2.30686 -0.40180 2.07129  0.07
59 H 2.19925 -0.09519 0.40041  0.06
60 H -0.75778 -2.45096 0.56070  0.12
61 C 3.06494 0.21702 7.73719  -0.03
62 C 2.16707 1.21466 7.07983  -0.46
63 C 1.46331 1.92666 8.26612  -0.10
64 C 0.95225 3.35686 7.96043  -0.13
65 C 2.20425 4.17218 7.49782  -0.12
66 C 2.74458 3.63253 6.14486  -0.43
67 N 3.06566 2.14112 6.35892  0.09
68 O 3.76632 1.53968 5.36883  0.15
69 C 1.92161 3.96700 4.91330  0.00
70 C 4.03979 4.47594 6.01195  -0.04
71 C 1.14566 0.44215 6.20296  0.02
72 H 3.61497 -0.47409 7.09849  0.10
73 H 2.42829 -0.54518 8.18641  0.12
74 H 3.76174 0.73605 8.39536  0.11
75 H 0.54904 1.37545 8.48606  0.13
76 H 2.06067 1.92553 9.17785  0.13
77 H 0.48911 4.05401 8.65870  0.12
78 H 0.23400 3.36964 7.14064  0.11
79 H 2.99011 4.36077 8.22923  0.13
80 H 1.94469 5.15358 7.10083  0.13
81 H 1.03735 3.33048 4.94523  0.06
82 H 1.69994 5.03138 4.83545  0.12
83 H 2.30518 3.59466 3.96338  0.10
84 H 4.64510 4.59513 6.91055  0.09
85 H 4.63338 4.06217 5.19676  0.09
86 H 3.97704 5.50791 5.66669  0.11
87 H 0.81988 -0.43034 6.76932  0.11
88 H 1.49066 0.03023 5.25460  0.08
89 H 0.27523 1.05682 5.97355  0.08
90 H 4.24702 0.90466 5.90482  0.13
91 C 3.86201 1.28075 -2.27891  -0.05
92 C 4.96890 2.35143 -1.96579  -0.43
93 C 6.06163 1.55020 -1.22106  -0.14
94 C 7.38697 2.26131 -1.02100  -0.20
95 C 7.80715 2.76144 -2.37233  -0.17
96 C 6.82876 3.62160 -3.12821  -0.45
97 N 5.48207 2.99752 -3.20195  -0.19
98 O 4.57525 3.56098 -4.00297  0.01
99 C 6.66330 5.02421 -2.43458  -0.01
100 C 7.28992 3.66891 -4.64365  -0.02
101 C 4.17261 3.42373 -1.12227  -0.02
102 H 4.07191 0.31074 -2.72962  0.09
103 H 3.02234 1.80920 -2.73034  0.07
104 H 3.39874 0.86362 -1.38477  0.05
105 H 5.64091 1.28112 -0.25220  0.12
106 H 6.39549 0.70218 -1.81895  0.12
107 H 8.20920 1.62224 -0.69910  0.12
108 H 7.23164 3.06794 -0.30452  0.10
109 H 7.83673 1.79970 -2.88448  0.12
110 H 8.76407 3.24655 -2.56490  0.13
111 H 5.80105 5.57144 -2.81560  0.08
112 H 6.56315 4.93338 -1.35300  0.06
113 H 7.53802 5.65322 -2.59988  0.08
114 H 6.79776 3.03854 -5.38429  0.08
115 H 7.13951 4.65963 -5.07255  0.07
116 H 8.37309 3.65164 -4.76421  0.07
117 H 4.86946 3.97403 -0.49008  0.06
118 H 3.33865 3.06950 -0.51636  0.06
119 H 3.69860 4.03377 -1.89121  0.08
120 H 4.23156 2.76801 -4.42092  0.11
121 C -7.02885 -2.26845 -1.70831  -0.04
122 C -6.23477 -3.58346 -1.47945  -0.44
123 C -6.15080 -3.61527 0.13129  -0.14
124 C -5.83143 -4.87416 0.87093  -0.20
125 C -6.79387 -6.00113 0.41686  -0.11
126 C -6.69093 -6.05197 -1.17467  -0.49
127 N -7.00023 -4.79891 -1.84107  -0.11
128 O -7.24618 -4.94411 -3.22635  0.00
129 C -5.48671 -6.75457 -1.71910  -0.06
130 C -7.83865 -7.08487 -1.48923  -0.06
131 C -4.79794 -3.49102 -2.10441  -0.01
132 H -6.89913 -1.95233 -2.74337  0.08
133 H -6.52704 -1.42498 -1.23414  0.08
134 H -8.07419 -2.45038 -1.45879  0.09
135 H -5.58964 -2.70708 0.35127  0.10
136 H -7.14318 -3.45809 0.55388  0.12
137 H -5.94037 -4.75529 1.94894  0.11
138 H -4.85859 -5.29973 0.62479  0.10
139 H -7.85668 -5.87890 0.62561  0.12
140 H -6.38035 -6.88619 0.90035  0.12
141 H -4.53306 -6.53737 -1.23797  0.07
142 H -5.60745 -7.82415 -1.54718  0.08
143 H -5.26901 -6.62475 -2.77922  0.09
144 H -8.88504 -6.80735 -1.36218  0.08
145 H -7.80027 -7.22037 -2.57010  0.07
146 H -7.77968 -8.02638 -0.94319  0.08
147 H -4.39840 -2.54851 -1.73004  0.07
148 H -4.56783 -3.48542 -3.16982  0.07
149 H -4.22815 -4.35691 -1.76727  0.06
150 H -8.15554 -4.68352 -3.38993  0.11

Atomic forces in eV per Å
-1.0636 1.6660 1.7193
1.2652 -1.4710 -1.8315
1.3282 1.0557 -0.1947
-2.1705 -0.7668 0.4981
0.8004 -1.1839 0.4382
-0.1679 -0.1585 2.4882
1.0594 -0.7491 0.4694
-0.8789 0.1573 0.0859
0.9977 0.1569 -2.3733
0.1882 0.0709 -1.9235
-0.5768 0.1351 -0.3639
-0.1015 0.0888 -0.2215
0.3978 -0.0564 -0.2002
-0.0611 0.0777 0.3706
-0.4197 0.1345 0.1710
0.1257 0.0200 -0.6757
0.2217 0.2894 -0.0885
-0.3303 0.2602 0.3398
0.0263 0.6334 -0.7414
-0.1718 -0.2270 0.1523
0.7492 0.1058 1.1182
-0.1210 -0.6667 -0.1823
-0.1163 0.4245 0.1718
0.3853 -0.3018 0.5089
-0.8383 0.6537 0.4320
-0.4431 0.1139 -0.2616
-0.5399 -0.0275 0.1908
0.0001 -0.3224 -0.2620
0.2728 -0.0699 0.1285
0.1864 -0.0322 0.0428
0.6634 -0.7860 1.9182
0.5136 -0.8280 -1.6117
-0.0866 1.6887 1.0668
2.3267 -1.9703 -0.5438
-2.1777 2.1917 -1.1149
-0.8705 -0.5587 0.8066
-0.7584 1.1783 3.7169
-0.4603 -1.3490 -2.2506
2.0197 0.9539 0.5323
1.2440 -0.8360 0.7452
1.0012 0.4060 -0.8358
0.2698 0.0638 -0.6977
0.1401 -0.3239 -0.3659
-0.4161 0.5730 -0.2626
-0.4469 -0.2883 0.3371
0.8972 -0.1758 -1.1383
-0.4236 -0.0344 0.3227
-1.1984 0.3287 0.4762
-0.6477 -0.8999 0.5547
0.0884 -0.8449 -0.4507
0.5392 -0.0122 -0.0045
-0.5324 0.1401 -0.8475
-0.7197 0.2693 -0.1793
-0.5777 -0.0974 -0.1986
0.3746 0.4177 -0.4683
0.1709 0.5671 0.6436
-0.7496 0.0513 -0.1345
-0.3129 0.3242 0.4285
0.0030 0.1396 -0.2015
0.1202 -0.2775 -0.3107
0.7561 -1.3932 0.1639
-0.3317 -0.1358 1.0597
-1.7969 1.2545 0.1954
1.9656 1.4130 -1.0450
-1.7799 -0.4767 -1.9130
2.4245 1.4865 1.6163
-1.5637 1.5918 -2.3053
-0.1924 1.5040 1.0564
-1.1260 -2.0562 -0.3082
1.5771 -0.7751 -1.0305
-0.2227 0.4754 -0.4961
0.3385 0.3370 -0.6652
0.0616 0.4848 0.9033
-0.1203 -0.4811 0.3630
0.2620 -0.5667 0.0814
0.2095 -0.0054 -0.2048
-0.1552 -1.1537 1.0491
0.0433 -0.3084 -0.2379
-0.1236 -0.6137 0.1060
-0.4819 0.3519 0.7190
-0.7665 0.5862 0.2056
-0.0217 -0.2359 0.2446
0.9164 0.3384 0.1131
-0.0356 -0.6633 0.0886
0.4221 -0.2850 0.1811
-1.2440 -0.0067 0.0409
-0.0783 0.2363 0.2316
0.5170 0.3000 0.0978
-0.0347 0.0366 0.0659
0.5835 -1.2851 -0.3345
-0.5384 0.2507 0.2795
-1.5737 -0.4916 0.1372
0.6825 0.6357 -0.1064
0.0142 1.6409 0.5318
-0.3185 -0.7551 -1.1296
-2.0045 0.9304 -1.5687
3.4639 -3.6413 3.2242
-1.6962 1.0674 -0.8954
0.7527 -0.2240 -0.6530
0.4114 1.9611 0.2548
0.7535 -0.3932 -0.3741
0.7268 0.4925 -1.0384
-0.0756 -0.2917 -0.5574
0.2211 0.6254 0.7608
-0.0362 -0.4551 -0.1185
-0.9168 -0.5251 0.0092
-0.3591 -0.2235 0.5139
0.3601 0.1404 0.2538
0.3807 0.0466 -0.8483
0.2554 -0.1251 0.8651
-0.0403 -0.1754 -0.1064
-0.0626 -0.1777 -0.0754
0.1485 0.0274 -0.1022
0.0305 -0.5657 0.7004
-0.5727 0.3652 0.2122
0.1653 -0.7633 0.3099
-0.2489 0.3219 -0.0941
0.2409 -0.5036 0.1527
0.1988 0.4920 0.2168
-0.4294 0.2890 -0.7492
0.8681 -0.8140 -1.3795
0.0158 -0.5658 0.8448
-0.5404 0.5518 -0.9992
-0.0313 -1.2571 -0.3531
1.5554 1.6341 -1.5538
-2.2654 -2.2457 0.6048
-1.1201 1.6732 1.2606
1.1414 -0.1489 -0.0653
1.8450 -0.9163 0.2876
-0.5185 0.4953 -1.3260
-0.2010 -0.1810 0.8694
-0.5772 -0.3380 -0.4192
-0.3576 -0.1787 0.8118
0.1079 0.4928 0.1315
0.4255 -0.2645 0.4644
-0.4648 0.7399 -0.6646
0.3373 0.2631 0.0649
0.4017 0.2901 0.3163
0.1624 0.2674 0.4001
-0.4635 -0.4567 -0.4913
0.0432 0.4094 0.3072
0.0349 -0.1004 -0.1352
-0.5891 0.2029 -0.0993
0.0662 0.9118 0.5217
0.1517 -0.7181 -0.0244
0.6477 0.0256 -0.1399
0.4841 -0.1074 0.2235
-1.1747 0.0742 -0.3007
0.2764 0.2473 0.4580
-0.1938 0.0622 0.3997